{
  "formula": "C17H21BN6Sn",
  "method": "the ωB97M-V functional and the def2-TZVPD basis",
  "species": ["H", "N", "B", "N", "C", "Sn", "H", "C", "H", "C", "H", "C", "H", "H", "H", "N", "N", "N", "N", "C", "C", "H", "H", "C", "C", "C", "C", "H", "H", "H", "H", "H", "C", "C", "C", "C", "C", "C", "C", "H", "H", "H", "H", "H", "H", "H"],
  "xyz": [[0.6163, 3.1992, 0.2930], [0.1633, 1.6100, -1.0834], [-0.1997, 0.2157, -3.2259], [0.1475, 1.5499, -2.4670], [0.5033, 2.7489, -2.9644], [-0.0160, -0.1525, 0.3205], [0.5678, 2.8930, -4.0330], [0.7539, 3.6072, -1.8986], [1.0691, 4.6312, -1.9586], [0.5294, 2.8677, -0.7352], [-0.0768, 0.3507, -4.4035], [-1.0164, -1.9741, 1.1648], [-1.0569, -1.8157, 2.2450], [-0.3989, -2.8482, 0.9178], [-2.0164, -2.0542, 0.7262], [-1.6890, -0.1740, -2.8970], [0.7741, -0.9071, -2.6656], [-1.9841, -0.3484, -1.5558], [0.8774, -1.1568, -1.3007], [-2.8136, -0.3632, -3.6317], [1.6462, -1.7029, -3.3052], [-2.7977, -0.2492, -4.7058], [1.7491, -1.6252, -4.3845], [-3.8475, -0.6932, -2.7611], [2.2930, -2.5006, -2.3646], [-3.2713, -0.6757, -1.4670], [1.7877, -2.1465, -1.1167], [-4.8761, -0.9203, -2.9920], [3.0446, -3.2456, -2.5449], [-3.7538, -0.8825, -0.5143], [2.0188, -2.5337, -0.1327], [-1.5365, -0.1116, 1.3260], [1.7178, 0.2775, 1.6274], [1.2161, 0.3558, 3.0222], [1.4973, -0.6747, 3.9363], [0.9403, -0.6508, 5.2128], [0.1160, 0.4098, 5.6114], [-0.1115, 1.4683, 4.7203], [0.4470, 1.4552, 3.4433], [2.0386, 1.2207, 1.1850], [2.4510, -0.5112, 1.4407], [2.1377, -1.5032, 3.6215], [1.1466, -1.4630, 5.9093], [-0.3133, 0.4355, 6.6170], [-0.7248, 2.3163, 5.0308], [0.2503, 2.2718, 2.7379]],
  "orbital_gap_ev": 7.283,
  "total_energy_ev": -33416.6131,
  "mol_weight_da": 438.92
}

***

{
  "formula": "C17H21Cl2MoNO4S2",
  "method": "the ωB97M-V functional and the def2-TZVPD basis",
  "species": ["C", "C", "C", "C", "C", "C", "C", "C", "C", "C", "Mo", "Cl", "Cl", "O", "H", "H", "H", "H", "H", "H", "H", "H", "H", "H", "H", "H", "H", "H", "H", "H", "O", "H", "O", "S", "O", "N", "C", "S", "C", "C", "C", "C", "C", "C", "H", "H", "H", "H"],
  "xyz": [[0.2606, -0.8725, -2.6144], [0.4365, -1.9651, -1.6940], [1.6739, -1.7527, -0.9870], [-0.3773, -3.2104, -1.6221], [2.2692, -0.5480, -1.4979], [1.3853, 0.0077, -2.4766], [1.6670, 1.2163, -3.2964], [-0.8342, -0.7117, -3.6033], [2.3530, -2.7482, -0.1067], [3.6437, -0.0537, -1.2046], [0.1836, -0.0834, -0.4383], [-1.6572, -2.5095, 1.8275], [-2.1220, -0.6648, -0.5159], [1.4534, 1.2802, 0.3923], [-1.3428, -3.0721, -2.1135], [-0.5599, -3.4978, -0.5840], [0.1371, -4.0411, -2.1214], [1.6405, -3.2787, 0.5324], [3.1077, -2.2697, 0.5252], [2.8748, -3.4991, -0.7165], [3.9542, -0.3199, -0.1882], [3.6892, 1.0357, -1.3160], [4.3704, -0.4904, -1.9043], [2.2939, 1.9186, -2.7404], [0.7344, 1.7184, -3.5615], [2.1964, 0.9503, -4.2190], [-1.7528, -1.1874, -3.2608], [-0.5551, -1.1515, -4.5658], [-1.0376, 0.3487, -3.7629], [1.9286, 0.8854, 1.1589], [-0.7821, 1.7853, -1.2577], [-0.1927, 2.4575, -0.8611], [-3.4504, -0.8697, 4.6950], [-3.2494, -0.3978, 3.3513], [-4.2634, -0.5769, 2.3458], [-1.7310, -1.0717, 2.7147], [-0.7507, -0.1619, 2.5681], [0.7246, -0.7626, 1.9469], [-1.1783, 1.1802, 2.8726], [-0.5291, 2.3908, 2.6020], [-1.1561, 3.5937, 2.9028], [-2.4658, 3.6008, 3.4113], [-3.1577, 2.3943, 3.6012], [-2.5053, 1.1985, 3.3183], [0.4462, 2.3493, 2.1191], [-0.6365, 4.5356, 2.7348], [-2.9532, 4.5494, 3.6427], [-4.1834, 2.3713, 3.9672]],
  "charge": -2,
  "orbital_gap_ev": [4.157, 4.250],
  "spin_multiplicity": 3,
  "total_energy_ev": -76220.1800,
  "mol_weight_da": 534.34
}

***

{
  "formula": "C17H21Cl2MoNO6",
  "method": "the ωB97M-V functional and the def2-TZVPD basis",
  "species": ["C", "C", "C", "C", "C", "C", "C", "C", "C", "C", "Mo", "Cl", "Cl", "O", "H", "H", "H", "H", "H", "H", "H", "H", "H", "H", "H", "H", "H", "H", "H", "H", "O", "H", "O", "C", "O", "C", "C", "C", "C", "C", "C", "N", "O", "O", "H", "H", "H", "H"],
  "xyz": [[-0.5210, 0.9799, -3.7702], [-1.3620, -0.0337, -3.1806], [-0.5312, -1.1321, -2.7906], [-2.8436, -0.0043, -3.0429], [0.8234, -0.8331, -3.1895], [0.8425, 0.4901, -3.7566], [2.0502, 1.1889, -4.2723], [-0.9667, 2.2881, -4.3086], [-0.9999, -2.3959, -2.1596], [2.0002, -1.7301, -3.0407], [0.1874, 0.7791, -1.5739], [-3.4365, -1.7581, 0.7961], [-1.6827, 1.9352, -0.7310], [0.7934, -0.3428, -0.3827], [-3.1988, 1.0097, -2.8380], [-3.1524, -0.6536, -2.2148], [-3.3242, -0.3665, -3.9609], [-1.7917, -2.1849, -1.4223], [-0.1610, -2.8811, -1.6459], [-1.3983, -3.0933, -2.9142], [1.8368, -2.4516, -2.2344], [2.9082, -1.1546, -2.8262], [2.1736, -2.3030, -3.9613], [2.9391, 0.8892, -3.7065], [1.9503, 2.2738, -4.1835], [2.2209, 0.9395, -5.3262], [-1.8918, 2.6183, -3.8277], [-1.1601, 2.2100, -5.3847], [-0.2063, 3.0618, -4.1532], [1.0870, -0.3989, 1.0776], [1.3451, 2.2469, -1.6474], [1.4119, 2.8216, -0.8617], [0.2687, 1.6032, 2.1596], [0.5656, 0.5351, 2.6795], [1.1339, -0.5168, 2.0843], [0.3584, 0.2042, 4.1249], [0.8395, -1.0286, 4.6172], [0.7106, -1.3558, 5.9565], [0.0724, -0.4362, 6.8166], [-0.4651, 0.7782, 6.3299], [-0.3180, 1.0908, 4.9839], [0.0509, -0.7015, 8.2130], [0.5863, -1.7546, 8.6308], [-0.4900, 0.1255, 8.9776], [1.3218, -1.7319, 3.9410], [1.1082, -2.2928, 6.3388], [-0.9679, 1.4546, 7.0180], [-0.7172, 2.0121, 4.5629]],
  "charge": -2,
  "orbital_gap_ev": [3.262, 5.816],
  "spin_multiplicity": 3,
  "total_energy_ev": -58647.3516,
  "mol_weight_da": 502.20
}

***

{
  "formula": "C17H21CrN8O2S5Se",
  "method": "the ωB97M-V functional and the def2-TZVPD basis",
  "species": ["Cr", "C", "C", "N", "N", "C", "N", "S", "C", "C", "C", "C", "C", "N", "H", "H", "H", "H", "H", "H", "H", "H", "H", "O", "C", "S", "C", "C", "S", "S", "S", "N", "C", "N", "O", "H", "H", "H", "H", "C", "N", "C", "C", "N", "C", "C", "Se", "H", "H", "H", "H", "H", "H", "H", "H"],
  "xyz": [[0.0363, -0.0832, -1.1716], [2.8888, -2.5929, 1.0872], [2.0808, -1.5394, 0.3999], [0.8858, -1.6626, -0.0965], [0.2252, -2.8657, 0.0334], [-0.8710, -2.9449, -0.6840], [-1.6111, -4.1190, -0.5904], [-1.5462, -1.7357, -1.6329], [2.6312, -0.1778, 0.2067], [3.9035, 0.1516, 0.6794], [4.3926, 1.4342, 0.4695], [3.5850, 2.3407, -0.1749], [2.3139, 1.9328, -0.6017], [1.8403, 0.7122, -0.4262], [2.3449, -3.5156, 1.1017], [3.0927, -2.2974, 2.1122], [3.8348, -2.7758, 0.5856], [-1.1187, -4.9423, -0.2673], [-2.2848, -4.2781, -1.3107], [4.4998, -0.5754, 1.2195], [5.3847, 1.6959, 0.8216], [3.9154, 3.3581, -0.3619], [1.6446, 2.6385, -1.0908], [2.4379, 3.2513, -6.5507], [1.9728, 2.6423, -5.6441], [2.5548, 1.0497, -5.0935], [1.4255, 0.8306, -3.8010], [0.5474, 1.8165, -3.5957], [-0.6889, 1.8825, -2.3218], [0.6458, 3.2112, -4.6098], [1.4657, -0.7198, -2.9429], [0.9611, -0.2843, 3.5001], [1.2314, 1.0235, 3.2336], [1.6180, 1.7770, 4.3273], [1.2185, 1.4831, 2.1070], [0.8680, -0.6012, 4.4532], [0.5539, -0.8476, 2.7658], [1.2242, 1.5370, 5.2279], [1.6669, 2.7533, 4.1143], [-3.3526, -1.9689, 1.6223], [-3.8147, -0.8707, 0.7965], [-5.0518, -0.8386, 0.1982], [-5.1326, 0.3023, -0.4993], [-3.9400, 0.9561, -0.3234], [-3.6774, 2.2952, -0.7991], [-3.1171, 0.2226, 0.4702], [-1.3774, 0.6935, 1.0242], [-4.2125, -2.3905, 2.1436], [-2.6592, -1.5610, 2.3503], [-2.8747, -2.7368, 1.0072], [-5.7677, -1.6307, 0.3480], [-5.9260, 0.7132, -1.0965], [-4.5505, 2.8800, -0.5343], [-3.5261, 2.2860, -1.8835], [-2.7914, 2.6848, -0.3020]],
  "orbital_gap_ev": [6.050, 6.086],
  "spin_multiplicity": 4,
  "total_energy_ev": -181934.0093,
  "mol_weight_da": 660.70
}

***

{
  "formula": "C17H21F14N4O8S2",
  "method": "the ωB97M-V functional and the def2-TZVPD basis",
  "species": ["O", "S", "O", "N", "C", "N", "C", "C", "C", "C", "F", "F", "C", "F", "F", "F", "N", "N", "C", "S", "C", "F", "F", "C", "F", "F", "C", "F", "F", "C", "F", "F", "F", "H", "H", "H", "H", "H", "H", "H", "H", "H", "C", "O", "C", "O", "O", "C", "H", "H", "H", "H", "H", "H", "C", "O", "C", "O", "O", "C", "H", "H", "H", "H", "H", "H"],
  "xyz": [[-2.4274, -0.2090, -1.2307], [-2.1501, -1.2900, -0.3632], [-2.3651, -2.5531, -0.9646], [-0.5474, -1.3756, 0.2885], [0.4575, -0.5877, 0.0932], [1.6445, -0.9379, 0.7019], [2.5955, -1.5171, -0.3215], [2.9038, -3.0162, -0.1147], [1.7474, -3.8642, 0.4412], [1.5558, -3.8078, 1.9565], [2.6363, -3.3498, 2.5819], [0.5055, -3.0054, 2.3168], [1.2072, -5.2246, 2.4979], [0.7526, -5.1046, 3.7395], [0.2298, -5.7664, 1.7898], [2.2850, -5.9757, 2.4900], [0.2922, 0.5572, -0.6971], [0.6737, 1.7237, 0.0868], [1.7499, 2.1823, -0.2859], [3.2055, 2.6762, -0.3836], [-3.2851, -1.2696, 1.1151], [-3.0214, -2.3972, 1.7748], [-2.9948, -0.2749, 1.9339], [-4.7909, -1.1627, 0.6813], [-5.0053, -1.4695, -0.5955], [-5.1248, 0.1153, 0.8346], [-5.7649, -2.0037, 1.5609], [-5.4840, -1.8747, 2.8523], [-6.9695, -1.4600, 1.3818], [-5.8852, -3.5124, 1.1504], [-6.9336, -3.6975, 0.3783], [-4.8048, -3.9527, 0.5234], [-6.0691, -4.2299, 2.2461], [-0.3616, -2.1665, 0.9215], [2.0710, -0.0838, 1.0581], [3.5378, -0.9742, -0.2785], [2.1946, -1.4122, -1.3359], [3.1230, -3.4312, -1.1015], [3.8195, -3.1542, 0.4559], [1.9781, -4.9017, 0.1973], [0.8303, -3.6320, -0.1019], [0.8274, 0.4654, -1.5594], [-4.6233, 1.3492, -2.5988], [-5.1650, 2.4043, -3.3884], [-5.7501, 3.3688, -2.6723], [-5.8380, 3.3960, -1.4723], [-6.2137, 4.2870, -3.5149], [-6.8720, 5.3887, -2.8836], [-4.1775, 0.6305, -3.2819], [-3.8516, 1.7276, -1.9319], [-5.4090, 0.8549, -2.0296], [-6.1856, 5.9221, -2.2284], [-7.7418, 5.0475, -2.3253], [-7.1986, 6.0570, -3.6751], [6.7678, 4.6363, -1.2439], [7.1152, 3.7060, -0.2170], [8.3501, 3.8720, 0.2761], [9.1364, 4.7074, -0.0736], [8.5452, 2.9494, 1.2168], [9.8345, 3.0084, 1.8365], [5.7535, 4.3987, -1.5571], [6.7887, 5.6569, -0.8657], [7.4320, 4.5353, -2.1002], [9.9766, 3.9648, 2.3360], [10.6208, 2.8431, 1.1025], [9.8665, 2.2135, 2.5762]],
  "charge": 1,
  "orbital_gap_ev": 7.064,
  "total_energy_ev": -100014.5432,
  "mol_weight_da": 739.48
}

***

{
  "formula": "C17H21F3N2O5",
  "method": "the ωB97M-V functional and the def2-TZVPD basis",
  "species": ["C", "C", "H", "H", "O", "C", "O", "C", "N", "C", "H", "C", "H", "O", "C", "H", "C", "H", "H", "H", "H", "H", "N", "C", "O", "C", "C", "C", "C", "C", "C", "H", "H", "O", "C", "H", "H", "H", "H", "H", "H", "C", "F", "F", "F", "H", "H", "H"],
  "xyz": [[0.6735, 4.6298, 0.7614], [1.2585, 3.3966, 1.4206], [2.3119, 3.5383, 1.6844], [0.7063, 3.1160, 2.3231], [1.1627, 2.3071, 0.4925], [1.6719, 1.1564, 0.9000], [2.3357, 0.9849, 1.8791], [1.4340, 0.0711, -0.2048], [2.0403, -1.1696, 0.2075], [3.4946, -1.2024, 0.2384], [3.8741, -0.2787, 0.6700], [3.9159, -2.3784, 1.1197], [5.0020, -2.4778, 1.1326], [3.4113, -3.5966, 0.6221], [2.0092, -3.5520, 0.5480], [1.6898, -4.5152, 0.1457], [1.5277, -2.4097, -0.3520], [0.4373, -2.3975, -0.3458], [1.8903, -2.5791, -1.3786], [1.5844, -3.4089, 1.5525], [3.5440, -2.2032, 2.1383], [3.9140, -1.3405, -0.7717], [0.0171, -0.0519, -0.4219], [-0.8797, 0.1882, 0.5805], [-0.5105, 0.5436, 1.6804], [-2.2992, -0.0247, 0.2227], [-3.1832, -0.3534, 1.2459], [-4.5233, -0.5703, 0.9931], [-5.0121, -0.4416, -0.3053], [-4.1312, -0.0833, -1.3318], [-2.7948, 0.1189, -1.0744], [-2.1477, 0.4283, -1.8820], [-4.5305, 0.0331, -2.3268], [-6.3001, -0.6292, -0.6745], [-7.2475, -0.9753, 0.3099], [-8.1960, -1.0687, -0.2162], [-7.0015, -1.9301, 0.7847], [-7.3328, -0.1975, 1.0747], [-5.1763, -0.8331, 1.8098], [-2.7967, -0.4420, 2.2498], [-0.2978, -0.4097, -1.3106], [2.0210, 0.6481, -1.5320], [1.2184, 1.5624, -2.0917], [3.2169, 1.2228, -1.3793], [2.1721, -0.3140, -2.4617], [0.7394, 5.4727, 1.4430], [1.2198, 4.8620, -0.1487], [-0.3683, 4.4565, 0.5066]],
  "orbital_gap_ev": 9.468,
  "total_energy_ev": -39340.2652,
  "mol_weight_da": 390.36
}

***

Please write out number 4 again, unchanged.
{
  "formula": "C17H21CrN8O2S5Se",
  "method": "the ωB97M-V functional and the def2-TZVPD basis",
  "species": ["Cr", "C", "C", "N", "N", "C", "N", "S", "C", "C", "C", "C", "C", "N", "H", "H", "H", "H", "H", "H", "H", "H", "H", "O", "C", "S", "C", "C", "S", "S", "S", "N", "C", "N", "O", "H", "H", "H", "H", "C", "N", "C", "C", "N", "C", "C", "Se", "H", "H", "H", "H", "H", "H", "H", "H"],
  "xyz": [[0.0363, -0.0832, -1.1716], [2.8888, -2.5929, 1.0872], [2.0808, -1.5394, 0.3999], [0.8858, -1.6626, -0.0965], [0.2252, -2.8657, 0.0334], [-0.8710, -2.9449, -0.6840], [-1.6111, -4.1190, -0.5904], [-1.5462, -1.7357, -1.6329], [2.6312, -0.1778, 0.2067], [3.9035, 0.1516, 0.6794], [4.3926, 1.4342, 0.4695], [3.5850, 2.3407, -0.1749], [2.3139, 1.9328, -0.6017], [1.8403, 0.7122, -0.4262], [2.3449, -3.5156, 1.1017], [3.0927, -2.2974, 2.1122], [3.8348, -2.7758, 0.5856], [-1.1187, -4.9423, -0.2673], [-2.2848, -4.2781, -1.3107], [4.4998, -0.5754, 1.2195], [5.3847, 1.6959, 0.8216], [3.9154, 3.3581, -0.3619], [1.6446, 2.6385, -1.0908], [2.4379, 3.2513, -6.5507], [1.9728, 2.6423, -5.6441], [2.5548, 1.0497, -5.0935], [1.4255, 0.8306, -3.8010], [0.5474, 1.8165, -3.5957], [-0.6889, 1.8825, -2.3218], [0.6458, 3.2112, -4.6098], [1.4657, -0.7198, -2.9429], [0.9611, -0.2843, 3.5001], [1.2314, 1.0235, 3.2336], [1.6180, 1.7770, 4.3273], [1.2185, 1.4831, 2.1070], [0.8680, -0.6012, 4.4532], [0.5539, -0.8476, 2.7658], [1.2242, 1.5370, 5.2279], [1.6669, 2.7533, 4.1143], [-3.3526, -1.9689, 1.6223], [-3.8147, -0.8707, 0.7965], [-5.0518, -0.8386, 0.1982], [-5.1326, 0.3023, -0.4993], [-3.9400, 0.9561, -0.3234], [-3.6774, 2.2952, -0.7991], [-3.1171, 0.2226, 0.4702], [-1.3774, 0.6935, 1.0242], [-4.2125, -2.3905, 2.1436], [-2.6592, -1.5610, 2.3503], [-2.8747, -2.7368, 1.0072], [-5.7677, -1.6307, 0.3480], [-5.9260, 0.7132, -1.0965], [-4.5505, 2.8800, -0.5343], [-3.5261, 2.2860, -1.8835], [-2.7914, 2.6848, -0.3020]],
  "orbital_gap_ev": [6.050, 6.086],
  "spin_multiplicity": 4,
  "total_energy_ev": -181934.0093,
  "mol_weight_da": 660.70
}